1.
{
  "formula": "C6H7BrS",
  "method": "ωB97M-V/def2-TZVPD",
  "gap_ev": 7.9,
  "elements": ["C", "C", "C", "C", "C", "C", "S", "Br", "H", "H", "H", "H", "H", "H", "H"],
  "positions_angstrom": [[-2.551134, -1.245594, 1.570664], [-1.480827, -1.389609, 0.792169], [1.043810, 0.862026, -0.952696], [0.596279, -0.073281, -0.106390], [-1.183701, -0.665789, -0.347570], [2.393571, 1.571135, -0.862630], [-1.881184, -0.136201, -1.715722], [1.809779, -1.115361, 0.973798], [-2.806278, -1.703619, 2.514543], [-3.333892, -0.520233, 1.293978], [-0.928387, -2.244025, 1.165631], [0.180071, 1.309196, -1.663048], [2.184405, 2.536987, -1.358822], [3.194708, 1.142452, -1.429176], [2.762781, 1.671923, 0.125268]],
  "forces_ev_per_angstrom": [[-1.7879, 1.8190, -0.6959], [-1.9866, -2.7557, 2.7652], [-1.6293, 0.5502, 0.2093], [-2.0283, -0.9656, -1.8099], [4.3480, 2.9520, -2.2098], [-1.7107, 0.5581, -1.6981], [0.0003, -0.8019, 1.5461], [-0.7200, 0.5575, -0.2245], [0.6698, -0.6208, -0.0817], [0.5127, -0.0565, 0.0316], [1.2480, 0.3926, -0.5782], [2.2475, -1.0787, 1.5910], [0.5356, -0.0960, 0.6364], [0.2769, -0.7032, -0.5368], [0.0240, 0.2490, 1.0553]],
  "mulliken_charge": [-0.77, 0.02, 0.21, -0.08, 0.31, -1.20, -0.26, -0.16, 0.29, 0.24, 0.31, 0.07, 0.31, 0.31, 0.42]
}

2.
{
  "formula": "C6H7Cl2N3O2",
  "method": "ωB97M-V/def2-TZVPD",
  "gap_ev": 9.0,
  "elements": ["C", "C", "C", "C", "C", "C", "N", "N", "N", "O", "O", "Cl", "Cl", "H", "H", "H", "H", "H", "H", "H"],
  "positions_angstrom": [[1.100174, 1.977977, -0.035577], [1.535754, 0.753500, -0.152292], [-0.071312, 2.337130, -0.758070], [0.968586, -0.353566, -0.948426], [0.170405, -1.404835, -0.142426], [-0.848740, -0.658901, 0.659970], [-0.990871, 2.677948, -1.391989], [0.891886, -2.245554, 0.759043], [-1.967270, -0.234438, 0.117002], [-2.366042, -0.481636, -1.008288], [-2.877276, 0.479964, 0.867833], [3.035802, 0.365080, 0.677297], [-0.532053, -0.210201, 2.275865], [1.370824, 2.852584, 0.561596], [0.155862, 0.028567, -1.688681], [1.631406, -0.788668, -1.693768], [-0.393203, -2.037831, -0.834583], [-3.477594, 0.949675, 0.371916], [1.971756, -2.127144, 0.679761], [0.691914, -1.879660, 1.683813]],
  "forces_ev_per_angstrom": [[-1.6884, 1.9994, 0.0272], [2.0830, -1.1366, 0.3109], [-2.2384, 0.6441, -1.7950], [-2.5169, 0.2687, -2.3134], [-0.2078, 0.1893, -0.3162], [-1.6464, 1.1289, 0.2000], [1.5297, -0.5927, 1.2535], [3.2567, -0.1877, 0.6494], [-0.5633, 0.0000, 0.0229], [0.2948, -0.4458, -1.6966], [3.1130, -1.7551, 4.4376], [-0.2274, -0.0013, -0.0170], [-0.1385, 0.3581, 0.3634], [0.9698, -0.8816, 0.1515], [1.1623, -0.0091, 1.3845], [0.6849, -0.2565, 0.5955], [0.1026, 0.2777, -0.2645], [-1.7678, 1.3336, -3.0757], [-2.6320, -0.3227, -0.0925], [0.4299, -0.6107, 0.1747]],
  "mulliken_charge": [-0.52, 0.70, 0.19, -1.04, -0.04, -0.19, -0.45, -0.63, 0.96, -0.71, -0.49, -0.18, -0.19, 0.35, 0.40, 0.43, 0.44, 0.36, 0.33, 0.29]
}

3.
{
  "formula": "C6H7Cl2NOS",
  "method": "ωB97M-V/def2-TZVPD",
  "gap_ev": [8.8, 8.8],
  "elements": ["C", "C", "C", "C", "C", "C", "N", "O", "S", "Cl", "Cl", "H", "H", "H", "H", "H", "H", "H"],
  "positions_angstrom": [[-1.495931, -2.615623, 2.069108], [-1.775593, -1.554955, 1.156610], [-1.410340, -1.529704, -0.099704], [0.956780, 0.811513, 0.950609], [1.254402, 1.670447, -1.412222], [0.763158, 0.650139, -0.541258], [-1.194938, -3.527572, 2.696790], [-1.280240, 0.215852, -2.488714], [-1.132901, 0.386121, -1.037427], [-2.442004, -0.082287, 1.797664], [-0.846883, -2.784893, -1.116321], [0.514311, 1.807711, 1.119242], [0.499331, 0.164557, 1.672656], [2.001196, 0.891160, 1.066437], [0.827941, 2.632160, -1.201601], [1.051784, 1.406075, -2.405940], [2.310455, 1.682675, -1.322525], [1.399471, -0.223375, -0.903405]],
  "forces_ev_per_angstrom": [[-0.3709, -0.2260, -0.5026], [0.0151, 0.3763, 0.8859], [1.4907, 1.7938, -2.8433], [-1.5777, 2.1742, -1.0148], [0.0150, 2.0497, -0.1423], [-0.7993, -5.1338, 0.1360], [0.0244, -0.0651, 0.3009], [0.6139, -0.2715, 0.2182], [0.0661, -1.2142, 1.4262], [-0.0629, -0.0786, 0.5850], [-0.1878, 0.3182, 0.6899], [0.3253, -0.0874, 0.5903], [-0.1122, -0.8120, -0.1344], [1.2842, 0.0273, 0.6162], [-0.0524, 0.8146, 0.0298], [-0.3851, -0.2235, -1.5857], [1.1756, 0.4490, 0.1501], [-1.4619, 0.1092, 0.5944]],
  "mulliken_charge": [0.07, 0.42, -0.06, -1.25, -1.73, 0.59, -0.34, -0.54, 0.50, -0.14, -0.11, 0.34, 0.29, 0.40, 0.41, 0.47, 0.44, 0.25]
}